No. 1
The molecule C19H27N3O3, computed with the ωB97M-V functional and the def2-TZVPD basis.

The geometry in XYZ format:
```
52
Properties=species:S:1:pos:R:3:forces:R:3
C -4.4466 -3.8563 1.3473 0.0 0.0 -0.1
O -5.6913 -3.3122 0.9562 -0.1 -0.1 -0.1
C -5.6761 -1.9518 0.5968 -0.3 0.2 0.1
C -5.2684 -1.0077 1.7531 -0.1 -0.1 -0.3
N -3.8817 -0.6304 1.6962 0.0 -0.3 0.1
C -3.5102 0.6525 1.4344 0.1 -0.2 0.2
O -4.2861 1.5842 1.4940 -0.1 0.3 0.0
C -2.0581 0.8141 1.1355 0.1 0.2 -0.1
C -1.4100 -0.0871 0.2759 0.0 0.0 0.0
C -0.0773 0.0517 -0.0478 0.2 -0.1 -0.1
C 0.6100 1.1136 0.5223 -0.6 0.2 0.3
C -0.0360 2.0377 1.3824 0.2 -0.6 -0.5
C -1.3839 1.8941 1.6805 0.0 -0.2 -0.1
N 0.8694 2.9858 1.7852 0.0 0.5 0.4
C 1.9828 2.6615 1.2076 0.0 0.1 0.1
N 1.9108 1.5391 0.4357 -0.2 0.0 0.1
C 2.9669 0.9619 -0.3679 0.3 0.2 -0.2
C 4.2445 0.8066 0.4650 -0.1 -0.4 0.0
C 5.2349 -0.1678 -0.1747 0.2 0.2 0.0
C 6.2244 0.4782 -1.1491 -0.1 0.0 0.0
C 5.6483 1.5852 -2.0369 0.1 -0.2 -0.1
C 4.2422 1.3127 -2.5743 0.0 0.3 0.1
C 3.1418 1.8049 -1.6361 -0.1 -0.4 -0.1
O -4.8247 -1.7006 -0.4844 0.0 0.1 0.3
C -5.2904 -2.2149 -1.7132 -0.1 -0.1 -0.1
H -4.1328 -3.4812 2.3269 0.0 0.0 0.0
H -3.6710 -3.6404 0.6059 0.0 0.0 0.0
H -4.5990 -4.9322 1.4079 0.1 0.0 0.1
H -6.7255 -1.7595 0.3202 0.2 0.0 0.0
H -5.8342 -0.0756 1.6822 0.0 -0.2 0.0
H -5.5074 -1.4991 2.7022 -0.1 0.1 -0.1
H -3.2048 -1.3620 1.5541 0.0 0.2 0.0
H -1.9820 -0.8830 -0.1794 -0.1 -0.1 0.0
H 0.4024 -0.6394 -0.7258 0.0 -0.1 -0.1
H -1.8960 2.5960 2.3178 -0.1 0.1 0.1
H 2.8929 3.2172 1.3246 0.3 0.1 0.0
H 2.6250 -0.0399 -0.6551 0.1 0.1 0.1
H 4.7213 1.7743 0.6190 0.0 0.1 0.1
H 3.9503 0.4232 1.4457 0.0 0.1 0.0
H 4.6738 -0.9526 -0.6863 0.0 -0.1 0.0
H 5.8132 -0.6566 0.6119 -0.1 -0.1 0.0
H 7.0579 0.9021 -0.5846 0.1 -0.1 0.0
H 6.6346 -0.3118 -1.7821 0.1 0.0 0.0
H 6.3328 1.7230 -2.8766 0.0 0.1 0.0
H 5.6327 2.5284 -1.4875 0.0 0.1 0.0
H 4.1236 1.8418 -3.5222 0.0 -0.1 0.0
H 4.1162 0.2485 -2.7780 0.0 -0.1 -0.1
H 3.3525 2.8379 -1.3476 0.0 0.0 0.0
H 2.1872 1.8046 -2.1697 0.0 0.1 0.1
H -6.2317 -1.7348 -2.0010 0.0 0.0 0.0
H -5.4446 -3.2968 -1.6571 0.0 0.0 -0.1
H -4.5222 -1.9870 -2.4492 -0.1 0.0 -0.1
```
Positions in Å, forces in eV/Å.

For the electronic energy, the calculation gives -30754.5199 eV. Its SMILES is COC(CNC(=O)c1ccc2c(c1)ncn2C1CCCCCC1)OC.

***

No. 2
The molecule C19H27N3O7S, computed with the ωB97M-V functional and the def2-TZVPD basis.

The geometry in XYZ format:
```
57
Properties=species:S:1:pos:R:3:forces:R:3
C -7.4570 -0.1214 -0.2931 0.1 -0.2 -0.2
C -6.8893 -1.4847 -0.6771 0.0 0.0 0.3
C -7.8603 -2.6006 -0.3021 0.2 0.1 -0.2
C -5.5402 -1.7198 0.0167 -0.3 -0.1 0.0
N -4.5581 -0.7385 -0.3652 0.1 0.0 -0.4
C -4.0116 0.1464 0.4717 -0.1 -0.2 0.0
O -4.2184 0.2369 1.6688 0.0 0.0 0.1
C -3.0460 1.0906 -0.2464 0.0 0.4 0.0
O -2.9282 1.1006 -1.4613 0.0 -0.1 -0.1
N -2.4282 1.9189 0.6076 0.0 -0.1 0.4
C -1.3179 2.7345 0.2088 0.4 -0.1 -0.3
C 0.0137 1.9733 0.4442 -0.3 0.2 0.7
O 1.1473 2.7229 0.0842 -0.1 0.1 0.1
C 1.3447 2.8368 -1.3164 0.2 -0.1 -0.3
C 1.4357 1.4634 -1.9823 -0.2 0.2 0.3
C 0.1857 0.6605 -1.6158 0.3 -0.1 -0.6
N -0.0422 0.6854 -0.1864 0.2 -0.8 0.6
S 0.4859 -0.6213 0.7008 -0.1 0.2 -0.1
O 0.0764 -1.7957 -0.0079 0.3 0.0 -0.2
O 0.0146 -0.4114 2.0370 0.2 0.2 0.1
C 2.2741 -0.5283 0.6891 -0.6 -0.2 0.0
C 2.9189 0.3290 1.5612 0.1 0.1 0.1
C 4.2956 0.4287 1.5131 0.0 -0.1 -0.2
C 5.0236 -0.3161 0.5901 -0.1 -0.1 0.0
C 4.3557 -1.1564 -0.3132 -0.1 0.2 0.1
C 2.9718 -1.2642 -0.2458 0.3 -0.1 -0.1
O 5.0214 -1.8685 -1.2713 -0.3 -0.1 0.2
C 6.3546 -1.4456 -1.4653 0.5 0.2 0.2
C 7.0401 -1.2318 -0.1176 0.0 -0.4 -0.4
O 6.3851 -0.2087 0.6026 -0.3 0.3 0.1
H -6.7736 0.6749 -0.5786 0.0 0.1 0.0
H -8.4093 0.0484 -0.7901 -0.1 0.1 0.0
H -7.6122 -0.0676 0.7820 0.0 0.0 0.2
H -6.7269 -1.5069 -1.7613 0.0 0.0 0.0
H -7.4644 -3.5713 -0.5912 0.0 -0.2 0.0
H -8.8148 -2.4563 -0.8025 -0.1 0.0 0.0
H -8.0328 -2.6050 0.7716 -0.1 0.0 0.2
H -5.6556 -1.6396 1.1004 0.0 -0.1 -0.1
H -5.1658 -2.7194 -0.2279 0.0 0.0 0.1
H -4.2846 -0.6609 -1.3368 0.1 0.1 0.1
H -2.5636 1.7010 1.5887 -0.1 0.0 -0.1
H -1.2996 3.6647 0.7802 0.0 -0.1 -0.1
H -1.4510 2.9540 -0.8524 0.0 0.1 0.1
H 0.1090 1.7841 1.5193 -0.1 0.2 -0.2
H 0.5348 3.4218 -1.7711 0.1 0.0 0.0
H 2.2795 3.3915 -1.4210 -0.1 0.0 -0.1
H 2.3264 0.9481 -1.6184 0.0 0.1 -0.1
H 1.5074 1.5779 -3.0634 0.0 0.0 0.0
H 0.2800 -0.3898 -1.8907 -0.1 0.1 -0.2
H -0.7012 1.0680 -2.1128 0.1 -0.1 0.1
H 2.3438 0.8895 2.2780 0.0 0.1 0.1
H 4.8370 1.0729 2.1865 0.1 0.1 0.1
H 2.4492 -1.9274 -0.9149 0.0 -0.1 -0.1
H 6.8462 -2.2294 -2.0427 0.0 0.1 0.1
H 6.3692 -0.5046 -2.0320 0.0 -0.1 0.0
H 8.0740 -0.9078 -0.2427 -0.1 -0.1 0.0
H 7.0120 -2.1677 0.4560 0.0 0.1 0.0
```
Positions in Å, forces in eV/Å.

For the electronic energy, the calculation gives -49779.6980 eV. Its SMILES is CC(C)CNC(=O)C(=O)NC[C@@H]1OCCCN1S(=O)(=O)c1ccc2c(c1)OCCO2.

***

No. 3
A cluster of 2 separate species, C19H27N4O4 in total in a non-equilibrium geometry, computed with the ωB97M-V functional and the def2-TZVPD basis.

The geometry in XYZ format:
```
54
Properties=species:S:1:pos:R:3:forces:R:3
C 3.5914 -2.6022 0.3225 -0.3 0.4 1.0
C 2.9218 -1.3078 1.1248 1.7 -1.1 -0.2
N 1.6596 -0.9447 0.3795 1.5 1.8 0.3
C 0.8309 -0.0834 1.3053 -2.0 0.5 0.2
C -0.7867 -0.2797 1.0273 -0.1 1.4 -0.2
N -1.2878 -1.6940 1.3580 -3.4 -4.7 0.4
C -0.5797 -2.8232 2.0807 -5.2 -2.1 -1.5
C -1.6456 -4.0984 2.0650 1.7 3.2 -0.2
C -1.3570 -5.6006 2.7021 0.1 0.0 -1.5
N -2.9332 -3.6603 1.3484 6.0 4.2 1.1
C -2.6810 -2.2089 0.9440 0.3 -1.1 0.2
C -3.8611 -1.4051 0.1062 -0.9 1.8 -0.5
C -4.0956 0.1858 0.3530 -3.1 -2.7 -3.9
C -5.2730 0.7347 -0.6262 1.6 -3.3 0.6
C -6.0118 -0.2733 -1.6309 0.5 0.1 0.6
N -5.8668 -1.7387 -1.8561 4.4 4.5 5.3
C -4.7782 -2.1913 -0.9469 0.3 0.5 0.3
C 1.9148 -0.3060 -0.9628 -5.1 0.3 -3.7
C 3.3265 0.2871 -1.5364 0.0 -0.8 -0.8
O 0.8446 -0.2307 -1.8023 6.3 -0.2 5.3
H 2.8490 -2.9091 -0.5278 1.7 0.7 1.4
H 4.6547 -2.2767 -0.0405 -2.1 -1.1 0.5
H 3.6336 -3.5245 1.0724 0.2 2.0 -1.7
H 2.7473 -1.6720 2.2362 -0.2 1.0 -2.4
H 3.6731 -0.3893 1.2074 -1.5 -1.9 -0.2
H 0.9937 -0.3868 2.4484 -0.1 0.6 -2.7
H 1.0574 1.0622 1.1727 -0.6 -2.2 0.4
H -1.1119 -0.0768 -0.0802 1.0 -0.5 2.0
H -1.3588 0.5301 1.6903 1.3 -2.0 -1.2
H 0.5005 -2.7555 2.5394 -2.6 -0.1 -1.2
H -0.2636 -5.6734 3.1732 -2.7 0.5 -0.9
H -1.3452 -6.3607 1.7838 -0.1 1.7 1.9
H -2.1933 -5.9744 3.4354 1.7 1.1 -1.3
H -3.7982 -4.2235 1.1562 1.3 1.0 0.3
H -3.5173 0.8670 1.1078 -1.3 -1.6 -1.7
H -5.5824 1.8732 -0.5977 0.7 -2.7 -0.2
H -6.8363 0.2288 -2.3375 2.0 -1.2 1.8
H -4.5533 -3.3632 -1.0285 -0.5 2.9 0.1
H 4.2722 0.0672 -0.8849 -2.0 0.7 -1.1
H 3.5208 -0.2574 -2.5811 -0.6 1.1 2.3
H 3.1970 1.4324 -1.8123 0.2 -2.5 0.9
C 3.3025 5.8261 -1.9253 0.2 0.1 0.3
C 2.3398 4.6772 -1.7029 0.9 0.9 -0.8
C 0.9052 5.0576 -1.8962 -0.4 0.4 -0.9
O 0.2319 4.0937 -1.1045 0.3 -0.6 1.1
C 1.0904 3.7573 -0.0997 -0.2 -0.6 1.2
O 0.7821 3.1191 0.8895 0.5 1.0 -1.8
O 2.3483 4.2457 -0.3510 -1.2 -0.8 0.7
H 2.9646 6.7316 -1.4109 0.0 -0.2 -0.1
H 4.2924 5.5876 -1.5241 -0.1 -0.1 -0.2
H 3.3960 6.0522 -2.9911 0.0 -0.1 0.1
H 2.6244 3.8206 -2.3260 -0.2 0.1 0.0
H 0.5897 5.0015 -2.9440 -0.1 -0.1 0.3
H 0.6612 6.0529 -1.5019 0.2 -0.1 -0.1
```
Positions in Å, forces in eV/Å.

As for the net charge: +1. For the electronic energy, the calculation gives -34271.5401 eV.

***

No. 4
The molecule C19H27N5O3S, computed with the ωB97M-V functional and the def2-TZVPD basis.

The geometry in XYZ format:
```
55
Properties=species:S:1:pos:R:3:forces:R:3
C -1.4122 -3.8646 0.7141 0.1 0.2 0.0
C -0.6155 -2.5666 0.7301 0.1 -0.3 0.0
C 0.8665 -2.8173 0.4762 -0.4 0.1 0.1
C 1.6743 -1.5592 0.4139 0.3 0.0 0.0
N 1.0855 -0.4287 0.7635 -0.2 0.1 0.1
C 1.7991 0.6909 0.6987 0.6 -0.2 -0.1
S 1.0570 2.1969 1.0810 -0.8 0.3 0.4
C -0.6516 1.5889 1.2651 0.8 0.0 -0.2
C -1.1583 1.0808 -0.0817 0.0 0.0 0.3
O -0.5096 1.2135 -1.0993 0.1 0.1 -0.3
N -2.3586 0.4615 -0.0658 -0.3 -0.3 -0.2
C -3.2776 0.3724 1.0438 -0.1 0.3 0.3
C -4.5050 1.2493 0.7806 0.0 -0.4 0.0
C -5.1893 0.8346 -0.5239 0.0 0.4 -0.1
C -6.3856 1.7318 -0.8249 0.2 -0.3 0.1
C -4.1640 0.8821 -1.6585 0.0 -0.4 0.2
C -2.9467 0.0245 -1.3175 0.1 0.2 -0.4
C 3.1531 0.6620 0.3263 -0.4 -0.3 0.1
C 3.9549 1.8602 0.2976 0.0 -0.1 0.0
O 3.5393 2.9526 0.6365 0.3 0.0 -0.1
N 5.2546 1.6603 -0.1419 0.1 0.2 0.0
C 6.1433 2.8060 -0.2267 0.2 0.2 0.0
C 5.7979 0.4430 -0.5071 -0.1 -0.1 0.0
O 6.9461 0.3446 -0.8733 0.2 0.0 -0.1
N 4.9733 -0.6660 -0.4313 0.1 -0.1 -0.1
C 5.5533 -1.9391 -0.8120 0.3 -0.3 -0.1
C 3.6730 -0.5862 -0.0314 -0.7 0.4 0.3
N 2.9320 -1.6913 0.0074 0.4 -0.1 -0.1
H -2.4652 -3.6703 0.9056 -0.1 -0.1 0.0
H -1.0478 -4.5482 1.4780 0.0 -0.1 0.1
H -1.3254 -4.3557 -0.2526 0.0 -0.1 -0.1
H -0.9902 -1.8877 -0.0359 -0.1 0.1 0.0
H -0.7330 -2.0712 1.6948 0.0 0.1 0.0
H 1.0097 -3.3513 -0.4659 0.1 0.0 0.0
H 1.2866 -3.4482 1.2647 0.0 -0.1 0.0
H -0.6460 0.7965 2.0099 -0.2 0.0 0.0
H -1.2363 2.4414 1.6084 0.0 0.0 0.1
H -2.7941 0.6686 1.9721 0.0 -0.1 0.0
H -3.5931 -0.6741 1.1396 0.0 0.0 0.1
H -5.2001 1.1611 1.6171 0.0 0.0 0.1
H -4.1908 2.2927 0.7073 0.0 0.1 0.0
H -5.5430 -0.1978 -0.4167 0.0 0.0 0.0
H -6.8728 1.4210 -1.7459 -0.1 0.0 -0.1
H -7.1130 1.6840 -0.0178 -0.1 0.0 0.1
H -6.0665 2.7654 -0.9386 0.0 0.1 0.0
H -4.6107 0.5243 -2.5871 0.0 0.0 -0.1
H -3.8394 1.9131 -1.8129 0.0 0.1 0.0
H -2.1824 0.1101 -2.0910 -0.1 -0.1 0.1
H -3.2437 -1.0258 -1.2167 0.0 0.0 0.0
H 7.0066 2.6531 0.4205 0.0 0.0 -0.1
H 5.5791 3.6801 0.0901 0.1 -0.1 0.0
H 6.4921 2.9270 -1.2518 0.0 0.0 0.1
H 4.7660 -2.6857 -0.7639 0.1 0.0 0.0
H 5.9591 -1.8668 -1.8207 0.0 0.0 0.1
H 6.3652 -2.1926 -0.1302 0.0 0.0 -0.1
```
Positions in Å, forces in eV/Å.

For the electronic energy, the calculation gives -44572.6407 eV. Its SMILES is CCCc1nc(SCC(=O)N2CCC(C)CC2)c2c(=O)n(C)c(=O)n(C)c2n1.